#A
One molecule with the formula C4H5N3, computed with the ωB97M-V functional and the def2-TZVPD basis.

Properties
LUMO energy: 0.9 eV
SMILES string: Nc1cncnc1
molecular weight: 95.10 Da
highest occupied orbital energy: -0.3205 Ha

```
! RIJCOSX wB97M-V def2-TZVPD def2/J DEFGRID3
* xyz 0 1
N -1.998 0.100 0.200
C -0.627 -0.007 0.051
C 0.152 1.151 -0.046
N 1.476 1.132 -0.087
C 2.058 -0.065 -0.037
N 1.430 -1.238 0.001
C 0.097 -1.210 0.036
H -2.418 0.965 -0.108
H -2.579 -0.710 0.065
H -0.326 2.133 -0.091
H 3.148 -0.073 -0.032
H -0.413 -2.177 0.048
*
```

=====

#B
One molecule with the formula C4H5N3, computed with the ωB97M-V functional and the def2-TZVPD basis.

Properties
LUMO energy: 0.6 eV
SMILES string: [H]/N=C/N1C[C@H]1C#N
molecular weight: 95.11 Da
highest occupied orbital energy: -0.3516 Ha

```
! RIJCOSX wB97M-V def2-TZVPD def2/J DEFGRID3
* xyz 0 1
H 3.209 -1.123 0.008
N 2.273 -0.931 0.356
C 1.692 -0.116 -0.445
N 0.415 0.319 -0.252
C -0.266 1.552 -0.066
C -0.647 0.329 0.706
C -1.761 -0.315 0.050
N -2.445 -1.150 -0.320
H 2.184 0.330 -1.326
H 0.224 2.452 0.424
H -0.984 1.826 -0.849
H -0.448 0.154 1.788
*
```

=====

Which of them is most stable, and which least? Most stable: #A; least stable: #B.

=====

#A
A 4-piece molecular cluster, C4H14O3 overall, computed with the ωB97M-V functional and the def2-TZVPD basis.

Properties
LUMO energy (alpha / beta): -5.0 / -8.2 eV
<S²>: 0.75
molecular weight: 110.15 Da
highest occupied orbital energy (alpha / beta): -0.5140 / -0.5140 Ha

```
! RIJCOSX wB97M-V def2-TZVPD def2/J DEFGRID3
* xyz 1 2
C 1.016 1.629 -0.742
C 0.206 0.567 -1.375
C -1.142 0.880 -1.679
C 0.789 -0.774 -1.452
H 1.448 2.263 -1.524
H 0.384 2.190 -0.028
H 1.814 1.215 -0.130
H -1.690 0.290 -2.406
H -1.515 1.829 -1.311
H 0.083 -1.613 -1.452
H 1.278 -0.960 -2.431
H 1.618 -0.867 -0.750
H -3.308 -0.038 1.322
H -2.272 1.092 1.020
O -2.502 0.400 1.614
H -1.101 -1.089 1.468
H -0.562 -2.492 1.557
O -0.380 -1.652 1.150
H 1.238 -1.008 2.032
H 2.475 -1.201 2.917
O 2.124 -0.661 2.201
*
```

=====

#B
A 4-piece molecular cluster, C4H14O3 overall, computed with the ωB97M-V functional and the def2-TZVPD basis.

Properties
LUMO energy (alpha / beta): -4.5 / -8.1 eV
<S²>: 0.75
molecular weight: 110.15 Da
highest occupied orbital energy (alpha / beta): -0.5415 / -0.5413 Ha

```
! RIJCOSX wB97M-V def2-TZVPD def2/J DEFGRID3
* xyz 1 2
C -0.291 0.970 -1.241
C -1.063 -0.193 -1.293
C -0.355 -1.496 -1.239
C -0.883 2.315 -1.211
H 0.795 0.950 -1.235
H -2.141 -0.301 -1.247
H -1.068 -2.312 -1.140
H 0.359 -1.565 -2.063
H 0.208 -1.547 -0.296
H -1.903 2.272 -0.812
H -1.041 2.644 -2.247
H -0.316 3.029 -0.620
H 1.910 -0.877 3.107
H 0.948 -1.406 1.981
O 1.852 -1.106 2.170
H -1.333 -2.188 1.434
H -1.269 -0.664 1.812
O -0.856 -1.524 1.939
H 1.780 0.513 1.272
H 2.801 1.342 0.408
O 1.869 1.143 0.524
*
```

=====

Which of them is most stable, and which least? Most stable: #B; least stable: #A.

=====

#A
One molecule with the formula C5H10N4, computed with the ωB97M-V functional and the def2-TZVPD basis.

Properties
LUMO energy: 0.9 eV
SMILES string: CNC1=NC[C@H]2CN2N1
molecular weight: 126.16 Da
highest occupied orbital energy: -0.2988 Ha

```
! RIJCOSX wB97M-V def2-TZVPD def2/J DEFGRID3
* xyz 0 1
C -2.696 0.498 -0.897
N -1.772 0.924 0.070
C -0.582 0.391 0.033
N -0.123 0.065 -1.102
C 1.119 -0.809 -1.231
C 1.588 -0.933 0.161
C 2.510 -0.396 1.228
N 1.464 0.470 0.711
N 0.105 0.394 1.261
H -3.485 1.301 -0.991
H -2.046 0.613 -1.771
H -3.074 -0.605 -0.581
H -2.178 1.438 1.076
H 0.652 -1.687 -1.747
H 1.668 -0.293 -2.066
H 0.986 -1.666 0.915
H 2.265 -1.001 1.964
H 3.580 -0.071 1.220
H 0.018 1.370 1.748
*
```

=====

#B
C5H10N4 as an isolated structure, computed with the ωB97M-V functional and the def2-TZVPD basis.

Properties
LUMO energy (alpha / beta): -0.1 / -0.1 eV
molecular weight: 126.16 Da
highest occupied orbital energy (alpha / beta): -0.2832 / -0.2832 Ha

```
! RIJCOSX wB97M-V def2-TZVPD def2/J DEFGRID3
* xyz 0 1
C 0.829 -0.271 -1.365
N -0.636 -1.087 0.820
C 0.800 0.014 0.115
N -0.848 -2.435 0.409
N 1.697 -0.404 0.955
H -0.085 -1.063 1.687
H -1.513 -2.868 1.045
H -1.252 -2.420 -0.524
H 2.591 0.075 0.911
H 1.516 0.422 -1.847
H 1.121 -1.307 -1.529
H -0.147 -0.103 -1.824
C 0.081 1.470 0.466
C -0.020 2.469 -0.425
C -1.653 -0.100 0.713
N -2.795 0.078 0.537
H 0.316 1.744 1.493
H -0.186 2.289 -1.479
H 0.188 3.497 -0.158
*
```

=====

#C
C5H10N4 as an isolated structure, computed with the ωB97M-V functional and the def2-TZVPD basis.

Properties
LUMO energy: 0.9 eV
molecular weight: 126.16 Da
highest occupied orbital energy: -0.2880 Ha

```
! RIJCOSX wB97M-V def2-TZVPD def2/J DEFGRID3
* xyz 0 1
C 0.830 -0.835 -0.216
C 1.449 -1.292 1.105
C 1.906 -0.314 -1.182
N -0.192 1.163 0.935
C -0.207 0.223 -0.038
C -2.065 1.004 -0.160
N -3.323 1.340 -0.528
N -1.628 1.118 1.117
N -1.148 0.484 -0.983
H 0.328 1.027 1.791
H 0.327 -1.679 -0.696
H -3.672 0.953 -1.388
H -3.961 1.602 0.202
H 2.037 -0.497 1.561
H 2.121 -2.129 0.925
H 0.679 -1.616 1.809
H 2.641 -1.095 -1.375
H 1.459 -0.004 -2.124
H 2.419 0.548 -0.755
*
```

=====

Which of them is most stable, and which least? Most stable: #C; least stable: #B.

=====

#A
An isolated ion of composition C4H13N2 and charge +2, computed with the ωB97M-V functional and the def2-TZVPD basis.

Properties
LUMO energy (alpha / beta): -7.4 / -12.6 eV
<S²>: 0.75
molecular weight: 89.16 Da
highest occupied orbital energy (alpha / beta): -0.7863 / -0.8152 Ha

```
! RIJCOSX wB97M-V def2-TZVPD def2/J DEFGRID3
* xyz 2 2
C -0.880 -0.422 -0.446
N 0.455 -1.178 -0.393
C 0.779 -1.996 -1.597
C -0.708 1.098 -0.315
N 0.270 1.508 0.716
C 0.061 1.233 2.107
H -1.603 -0.826 0.257
H -1.273 -0.607 -1.444
H 0.474 -1.695 0.489
H 0.324 -2.982 -1.523
H 1.843 -2.164 -1.629
H 0.429 -1.518 -2.501
H -1.608 1.683 -0.079
H -0.293 1.477 -1.252
H 1.158 -0.444 -0.282
H 0.525 2.503 0.669
H -0.353 0.247 2.298
H -0.604 2.021 2.497
H 0.954 1.382 2.697
*
```

=====

#B
A 2-piece molecular cluster, C4H13N2 overall, computed with the ωB97M-V functional and the def2-TZVPD basis.

Properties
LUMO energy (alpha / beta): -13.5 / -13.3 eV
<S²>: 0.91
molecular weight: 89.16 Da
highest occupied orbital energy (alpha / beta): -0.6617 / -0.6617 Ha

```
! RIJCOSX wB97M-V def2-TZVPD def2/J DEFGRID3
* xyz 2 2
C 0.361 -1.779 0.910
C 0.001 -0.211 0.796
C -1.567 -0.214 0.453
C -2.236 1.169 0.198
N -1.925 1.693 -1.130
N 0.693 0.491 -0.092
H 0.279 -2.180 -0.096
H 1.400 -1.863 1.231
H -0.261 -2.392 1.557
H 0.076 0.230 1.821
H -2.134 -0.759 1.200
H -1.620 -0.763 -0.487
H -3.312 1.004 0.245
H -1.750 1.909 0.854
H -2.171 2.682 -1.315
H -0.953 1.523 -1.408
H 1.561 0.892 0.317
H 6.622 -0.860 -2.835
H 6.936 -0.572 -2.219
*
```

=====

Which of them is most stable, and which least? Most stable: #A; least stable: #B.

=====

#A
A 2-piece molecular cluster, CH6N2OS overall, computed with the ωB97M-V functional and the def2-TZVPD basis.

Properties
LUMO energy: 0.8 eV
SMILES string: C=N.NSO
molecular weight: 94.14 Da
highest occupied orbital energy: -0.3242 Ha

```
! RIJCOSX wB97M-V def2-TZVPD def2/J DEFGRID3
* xyz 0 1
C 1.088 -1.944 -0.904
N -0.004 -2.059 -1.502
H 1.413 -2.510 -0.027
H 1.785 -1.206 -1.282
H -0.638 -2.761 -1.118
N -1.348 1.503 0.260
S 0.257 1.279 0.693
O 0.571 2.656 1.551
H -1.964 0.765 0.569
H -1.486 1.715 -0.720
H 0.326 2.562 2.480
*
```

=====

#B
A 2-piece molecular cluster, CH6N2OS overall, computed with the ωB97M-V functional and the def2-TZVPD basis.

Properties
LUMO energy: 0.6 eV
SMILES string: C=N.NSO
molecular weight: 94.14 Da
highest occupied orbital energy: -0.3387 Ha

```
! RIJCOSX wB97M-V def2-TZVPD def2/J DEFGRID3
* xyz 0 1
C 1.955 -0.387 -0.014
N 2.400 0.759 0.320
H 0.873 -0.680 -0.482
H 2.810 -1.114 0.039
H 1.578 1.480 0.287
N -1.782 -0.758 -0.146
S -3.020 0.389 0.010
O -2.239 1.869 -0.192
H -1.786 -1.180 -1.054
H -1.514 -1.145 0.787
H -1.872 2.059 0.655
*
```

=====

Which of them is most stable, and which least? Most stable: #A; least stable: #B.

=====

#A
A 5-piece molecular cluster, CH12NO4 overall, computed with the ωB97M-V functional and the def2-TZVPD basis.

Properties
LUMO energy: -4.1 eV
molecular weight: 102.11 Da
highest occupied orbital energy: -0.5126 Ha

```
! RIJCOSX wB97M-V def2-TZVPD def2/J DEFGRID3
* xyz 1 1
C -1.150 1.738 0.256
N 0.082 1.409 0.322
H -1.348 2.758 -0.059
H -1.935 1.163 0.735
H 0.226 0.398 0.609
H 0.705 2.263 0.096
H 1.746 -4.262 3.095
H 1.097 -3.103 4.086
O 1.494 -3.352 3.243
H 1.326 -1.444 1.329
H 0.192 -1.810 0.374
O 0.459 -1.146 1.017
H 0.876 3.744 -1.609
H 1.608 4.150 -0.265
O 1.218 3.445 -0.776
H -2.721 -2.535 -4.155
H -1.666 -1.603 -4.542
O -2.209 -1.814 -3.758
*
```

=====

#B
A 5-piece molecular cluster, CH12NO4 overall, computed with the ωB97M-V functional and the def2-TZVPD basis.

Properties
LUMO energy: -4.7 eV
molecular weight: 102.11 Da
highest occupied orbital energy: -0.5303 Ha

```
! RIJCOSX wB97M-V def2-TZVPD def2/J DEFGRID3
* xyz 1 1
C -0.539 -0.158 1.525
N 0.144 -0.235 0.446
H 0.065 0.029 2.370
H -1.563 0.248 1.528
H -0.217 0.235 -0.438
H 0.847 -0.900 0.700
H 0.230 -0.341 -5.950
H 0.839 1.060 -5.207
O 0.490 0.121 -5.144
H -0.335 0.662 -2.746
H 0.820 1.507 -1.888
O -0.051 0.956 -1.801
H 2.947 -2.392 0.357
H 3.098 -2.008 1.805
O 2.598 -1.797 1.036
H -3.055 1.750 4.205
H -3.270 0.512 5.031
O -3.048 0.751 4.173
*
```

=====

Which of them is most stable, and which least? Most stable: #A; least stable: #B.

=====

#A
C6H12O as an isolated structure, computed with the ωB97M-V functional and the def2-TZVPD basis.

Properties
LUMO energy: 1.0 eV
molecular weight: 100.16 Da
highest occupied orbital energy: -0.3242 Ha

```
! RIJCOSX wB97M-V def2-TZVPD def2/J DEFGRID3
* xyz 0 1
C 2.649 0.057 -0.116
C 1.182 -0.301 0.206
O 0.855 -0.530 1.539
C 0.227 0.843 -0.044
C -0.857 0.908 -0.986
C -1.400 0.336 0.330
C -2.045 -1.054 0.156
H 2.793 0.253 -1.191
H 3.301 -0.780 0.152
H 2.989 0.933 0.446
H 0.916 -1.146 -0.467
H -0.335 -0.093 1.319
H 0.513 1.727 0.533
H -0.842 0.157 -1.766
H -1.245 1.877 -1.258
H -2.051 1.046 0.850
H -1.314 -1.790 -0.187
H -2.848 -1.000 -0.597
H -2.488 -1.443 1.081
*
```

=====

#B
C6H12O as an isolated structure, computed with the ωB97M-V functional and the def2-TZVPD basis.

Properties
LUMO energy: 0.8 eV
molecular weight: 100.16 Da
highest occupied orbital energy: -0.2573 Ha

```
! RIJCOSX wB97M-V def2-TZVPD def2/J DEFGRID3
* xyz 0 1
C -0.695 1.107 -1.890
C -0.910 0.630 -0.433
C -0.171 0.079 1.358
C 1.119 0.620 1.996
C -0.031 -1.381 1.044
C 0.337 -0.941 -0.302
O -0.219 -1.701 -1.310
H -0.567 0.315 -2.636
H 0.121 1.828 -2.002
H -1.617 1.631 -2.182
H -1.763 -0.050 -0.410
H -1.221 1.529 0.096
H 1.867 1.152 1.393
H 0.832 1.312 2.800
H 1.660 -0.207 2.486
H -0.989 -1.906 1.032
H 0.732 -1.932 1.596
H 1.378 -0.660 -0.474
H 0.138 -1.425 -2.163
*
```

=====

Which of them is most stable, and which least? Most stable: #A; least stable: #B.